{
  "formula": "C9H4Cl2ErN2O3Ru",
  "method": "ωB97M-V/def2-TZVPD",
  "elements": ["Er", "Ru", "Cl", "Cl", "C", "C", "C", "O", "O", "O", "N", "C", "C", "C", "C", "C", "N", "C", "H", "H", "H", "H"],
  "coordinates": [[-0.315, -1.401, -4.807], [-0.247, -1.010, 0.190], [-0.944, 0.857, -4.316], [-0.606, -1.780, -2.063], [-0.772, -2.365, 1.225], [-0.662, -0.559, -7.156], [0.051, -2.673, -7.059], [-1.315, -3.293, 1.735], [-0.868, -0.162, -8.222], [0.132, -3.141, -8.115], [2.367, 1.091, 6.177], [1.740, 1.023, 5.187], [0.940, 1.021, 3.970], [0.323, 2.223, 3.654], [-0.437, 2.303, 2.516], [-0.382, 1.245, 1.614], [0.233, 0.099, 1.892], [0.882, -0.049, 3.072], [0.401, 3.076, 4.316], [-1.038, 3.158, 2.240], [-0.880, 1.299, 0.633], [1.399, -0.962, 3.316]],
  "forces_ev_per_angstrom": [[-0.4, 1.1, 0.2], [1.9, 3.4, -5.5], [0.3, -0.9, -0.3], [0.3, 0.1, 0.0], [-5.8, -11.6, 7.0], [-1.6, 3.5, -5.0], [1.0, -4.0, -4.7], [3.3, 5.5, -2.9], [1.0, -1.8, 4.8], [-0.4, 2.2, 4.9], [0.5, 0.0, 0.8], [-1.8, -0.6, -2.7], [2.0, 0.5, 2.5], [-1.1, 1.4, 0.0], [-0.3, 0.3, -0.8], [-0.6, 0.9, 0.6], [1.7, 0.2, 1.7], [-0.2, -0.6, -1.0], [0.0, 0.1, 0.1], [0.2, 0.3, 0.2], [0.0, 0.4, 0.3], [0.0, -0.4, -0.2]],
  "lowdin_spin": [3.03, 3.23, 0.00, 0.22, 0.13, 0.00, 0.00, 0.13, 0.00, 0.00, 0.42, 0.15, 0.11, 0.04, -0.01, 0.17, 0.15, 0.20, 0.00, 0.00, 0.02, 0.01],
  "charge": 4,
  "s2": 20.0569,
  "homo_energy_ha": [-0.81927, -0.85072],
  "spin_multiplicity": 9,
  "de_lowest_ev": 0.000,
  "e_tot_ev": -73716.9412,
  "homo_lumo_gap_ev": [8.2713, 4.9414]
}